1.
{
  "formula": "C17H30N5O5P",
  "method": "ωB97M-V with the def2-TZVPD basis set",
  "symbols": ["C", "C", "C", "C", "C", "C", "C", "O", "N", "C", "N", "C", "C", "P", "O", "O", "O", "N", "C", "C", "C", "C", "C", "N", "N", "H", "H", "H", "H", "H", "H", "H", "H", "H", "H", "H", "H", "H", "H", "H", "H", "H", "H", "H", "H", "H", "H", "H", "H", "H", "C", "C", "O", "H", "H", "H", "H", "H"],
  "xyz": [[5.964, 1.298, 1.867], [6.388, 0.603, 0.536], [6.662, 1.656, -0.547], [5.448, -0.553, 0.114], [4.281, -0.179, -0.814], [3.884, -1.468, -1.605], [3.036, 0.335, -0.064], [2.190, -0.708, 0.451], [1.107, -0.933, -0.341], [-0.081, -0.423, -0.002], [-0.247, 0.343, 1.068], [-1.562, 0.642, 1.078], [-2.306, 1.491, 2.052], [-1.180, 2.645, 2.962], [-2.000, 3.422, 3.889], [-0.480, 3.581, 1.869], [-0.053, 1.804, 3.705], [-2.150, 0.062, 0.049], [-3.595, 0.176, -0.187], [-3.980, 1.076, -1.135], [-5.352, 1.151, -1.399], [-6.118, 0.300, -0.659], [-5.626, -0.552, 0.307], [-4.324, -0.618, 0.555], [-1.236, -0.609, -0.680], [5.659, 2.337, 1.710], [5.226, 0.710, 2.416], [6.848, 1.353, 2.514], [7.358, 0.142, 0.762], [7.067, 1.196, -1.456], [5.725, 2.145, -0.843], [7.341, 2.419, -0.162], [5.037, -0.978, 1.039], [6.031, -1.350, -0.357], [4.518, 0.557, -1.586], [3.235, -1.180, -2.442], [4.804, -1.877, -2.032], [3.452, -2.235, -0.959], [2.452, 1.047, -0.657], [3.367, 0.908, 0.811], [1.232, -1.517, -1.155], [-2.802, 0.868, 2.800], [-3.017, 2.145, 1.542], [-1.192, 4.084, 1.447], [-0.487, 1.451, 4.497], [-3.263, 1.696, -1.663], [-5.761, 1.804, -2.156], [-7.188, 0.279, -0.842], [-6.285, -1.188, 0.885], [-1.429, -1.136, -1.519], [-5.071, -3.515, -2.042], [-6.615, -3.527, -1.874], [-7.117, -2.296, -2.080], [-4.599, -2.839, -1.318], [-4.652, -4.522, -1.875], [-4.786, -3.202, -3.050], [-6.789, -3.985, -0.865], [-6.969, -4.336, -2.560]],
  "charge": 0,
  "homo_lumo_gap_ev": 4.43,
  "lumo_energy_ev": -0.574,
  "e_homo_ev": -5.008
}


2.
{
  "formula": "C2H4Cl2Si",
  "method": "ωB97M-V with the def2-TZVPD basis set",
  "symbols": ["C", "C", "Si", "Cl", "Cl", "H", "H", "H", "H"],
  "xyz": [[-0.362, 1.007, 0.954], [-0.059, -0.272, 0.624], [0.398, -0.580, -1.197], [-0.759, 1.530, 2.526], [0.209, -1.481, 1.792], [-0.747, 1.735, 0.132], [-0.018, -1.927, -1.340], [-0.423, 0.568, -1.760], [1.761, -0.578, -1.730]],
  "charge": 0,
  "homo_lumo_gap_ev": 10.09,
  "smiles": "[SiH3]/C(Cl)=C/Cl",
  "lumo_energy_ev": 0.624,
  "e_homo_ev": -9.467
}


3.
{
  "formula": "C7H12N2O",
  "method": "ωB97M-V with the def2-TZVPD basis set",
  "symbols": ["C", "C", "C", "C", "C", "C", "C", "N", "N", "O", "H", "H", "H", "H", "H", "H", "H", "H", "H", "H", "H", "H"],
  "xyz": [[0.932, -2.149, 1.706], [0.097, -3.148, 1.958], [0.077, -1.060, 1.504], [0.734, 2.218, -1.407], [-0.116, -0.247, -1.555], [-1.392, 1.467, -0.217], [-0.030, 1.049, -0.678], [-1.155, -1.328, 1.577], [1.061, 0.796, 0.322], [-1.166, -2.728, 1.949], [1.961, -2.333, 1.657], [0.351, -4.201, 2.001], [0.677, 2.021, -2.457], [0.247, 3.082, -0.998], [1.721, 2.319, -1.051], [-0.449, -0.240, -2.589], [-0.603, -1.058, -0.938], [0.924, -0.518, -1.611], [-1.642, 0.588, 0.432], [-1.309, 2.360, 0.455], [-1.968, 1.643, -1.105], [1.048, 1.469, 1.045]],
  "charge": 0,
  "homo_lumo_gap_ev": [9.53, 8.73],
  "lumo_energy_ev": [-0.168, -0.749],
  "e_homo_ev": [-9.695, -9.481]
}